[1]
Here is a structure of composition C46H49NO6P2S2SiSr in a non-equilibrium geometry from OMol25. Energies are from wB97M-V/def2-TZVPD.

E_HOMO	-1.4	eV

```
! RIJCOSX wB97M-V def2-TZVPD def2/J DEFGRID3
* xyz -2 1
H 0.2768 -1.1088 -3.2327
H -6.8202 -1.2147 -0.4394
H 3.0679 7.1241 3.2800
C 0.1085 -2.0502 -3.7988
Si -4.7157 -1.4082 -1.8892
N -1.8315 4.7516 -0.2735
C -5.0729 -3.1077 -2.6824
C 4.4995 -0.1673 1.9484
H 3.0088 5.8446 4.5456
H 0.7923 -0.0533 0.7198
C -1.4060 -0.4551 5.9615
C 2.8510 -3.5844 -1.5916
O -5.0720 4.6465 -1.8128
H -1.6084 -4.3292 -1.2068
C 3.5339 -2.2715 -1.9919
C 4.7198 2.6223 -2.3915
C 4.0001 0.2147 -3.6826
H 3.4764 1.9319 -0.7796
C -0.4484 -7.2258 0.2498
H -5.4863 0.8722 -2.5846
H 5.0239 -0.6056 -0.0679
C -5.2927 -0.1120 -3.0981
H 5.2686 0.8348 -5.2687
H -0.8097 -8.2502 0.5706
C -1.2866 0.7799 6.6216
C 0.0334 4.5905 0.8722
C -0.2477 -4.5609 -5.0721
H -1.3211 -1.3080 6.6563
H 0.8775 7.4826 2.2390
C 4.8841 1.1290 -4.3225
H 1.5134 -7.4838 1.1340
H -0.2931 -5.5280 -5.5600
H -2.5844 5.0363 -2.1606
C -2.7968 5.2669 -1.1308
C 1.5580 5.5910 2.9194
C 3.8569 1.7098 -1.7566
H -3.3491 6.0512 -0.6666
C 0.2725 -4.4919 -3.7717
H 5.5261 -0.1293 2.3156
C -1.3833 1.9460 5.8463
C 0.4696 -4.6900 -0.5443
S -0.5119 3.8648 -0.6497
C 5.1943 2.3607 -3.7262
C -5.7130 -1.0101 -0.3066
C -1.2952 -6.2826 -0.3642
O -1.7515 -0.0295 8.7816
H -1.4336 2.9344 6.3466
C -0.6693 -3.3685 -5.6726
H 1.3731 0.5920 3.0080
H -0.9277 -1.2292 -5.4712
H -4.4626 0.0968 -3.8467
H -0.6149 6.6274 0.4751
H 0.2509 2.6092 1.8083
C -2.9413 -1.1509 -1.4521
H 3.6944 -0.6943 -4.1749
C -0.5577 -2.1324 -5.0012
H 0.5770 -5.4354 -3.2726
C 1.1624 4.2369 2.8951
C -0.8757 -5.0485 -0.7728
H 4.9618 3.5955 -1.9318
H 3.6727 0.3161 3.9126
C 2.9125 6.0353 3.4511
S -1.7886 0.1767 2.2173
O -0.3744 1.6999 8.6063
C 3.4646 0.1330 2.8317
H 3.6553 -2.2880 -3.0555
O -0.7203 2.3447 -0.4424
H -5.2625 -2.9219 -3.7643
H 4.5217 -2.1499 -1.6310
H 5.8108 3.0932 -4.2404
C 1.2555 -5.4932 0.2847
C 0.7644 6.4324 2.1213
C 1.8248 -0.1136 1.0616
C 2.8664 -0.4644 0.1733
H -5.3409 -1.5421 0.5635
O -3.9826 3.1475 -0.4844
C 2.1566 0.2090 2.3736
C -1.2160 0.7914 8.0832
H 3.7498 5.4993 2.9579
C 3.5271 0.4916 -2.4182
H -4.2152 -3.7563 -2.5349
P 2.5286 -0.7772 -1.5536
Sr -2.6377 1.1311 -0.1962
C -0.0181 5.9732 1.0770
H -2.0079 -1.1408 -2.0642
H -1.5941 -1.4385 4.0471
H 1.4948 3.5653 3.6958
C -1.5288 0.6528 3.8186
H -2.5743 -1.7613 -0.6027
C 4.2045 -0.4819 0.6264
H 3.2057 -3.9247 -0.5996
H 2.9432 -4.4408 -2.3042
H 2.2543 -5.1200 0.6319
C 0.8351 -6.8053 0.5774
C -1.4961 -0.5106 4.6173
P 1.0445 -3.1621 -1.3860
H -1.5219 2.7917 3.8274
H 0.2606 2.0761 7.9558
H -6.1882 -0.4544 -3.6275
C -1.5024 1.9188 4.4646
H -6.0114 -3.5509 -2.2349
H -2.3605 -6.5397 -0.5106
C -4.1779 4.2485 -1.0931
O 0.0315 4.1482 -2.0090
H -5.5880 0.0697 -0.0387
H -1.0621 -3.3888 -6.6984
C 0.4727 3.6997 1.8461
C 0.4600 -3.2451 -3.1089
*
```


[2]
Here is a structure of composition C40H40IrN7S4Sb in a non-equilibrium geometry from OMol25. Energies are from wB97M-V/def2-TZVPD.

E_HOMO (spin up / spin down)	-17.9 / -17.9	eV
<S²>	0.757

```
! RIJCOSX wB97M-V def2-TZVPD def2/J DEFGRID3
* xyz 4 2
H 0.0594 1.1762 3.4191
C -2.2609 -2.9639 -5.4523
C 1.0133 -1.5079 2.4926
H -5.3179 -1.9885 -2.0287
N 1.1820 -0.6902 1.3843
C -4.6401 -1.6323 4.2406
H -5.6985 -0.2527 2.9784
C -1.8998 -3.3073 -3.0976
H 3.9347 1.5513 -4.4437
H -1.4651 -4.7674 -4.6057
C -0.8031 2.7454 0.7590
C -2.4850 -1.1232 2.5914
H -1.5433 4.4855 -1.5050
H -0.2546 -1.2153 -3.6844
C -4.3929 -0.2755 -1.0884
H -0.8694 -3.6802 0.2131
H -7.4550 -0.8470 -2.4106
Sb -2.5936 -1.3476 -0.8188
H -5.8958 2.7284 -0.6484
H 1.9471 -3.6837 -1.5474
C -2.8694 -1.2462 -3.8801
H -1.2334 -5.8258 1.3715
H 4.6689 -0.7728 -3.9471
N -0.4580 1.6147 1.3758
N -0.8062 3.7527 1.6480
C -4.5573 1.0529 -0.7128
H -1.2572 0.6538 -3.1659
C -4.2393 -3.5083 0.6286
C 3.4714 -2.3107 -2.0119
H -5.0896 -2.8688 0.4247
H 4.3681 2.0804 -2.8174
H 4.2331 -3.0536 -1.7603
C -0.2283 1.9126 2.6914
H -1.7780 3.2907 -3.7133
C -2.7871 -1.7054 -5.1888
H 2.5202 -0.6928 -4.4641
N -0.9488 1.3889 -1.1687
H -3.3396 -0.2885 -3.6867
H -3.7903 0.2385 1.5167
N -1.3879 3.4928 -1.6139
H -3.1646 -1.0958 -5.9984
N -1.2399 -1.0754 1.9770
C 2.4274 -0.3135 1.2419
H 5.8860 0.1679 -3.0842
C -5.7632 1.6968 -0.9448
C -2.9593 -3.1338 0.2449
C 2.1738 -1.7760 3.1432
C -1.2240 1.5025 -2.5063
H -5.5037 -1.8149 4.8645
C -3.3528 -5.5454 1.5576
H -2.2199 -3.3309 -6.4689
C 0.7756 -1.3646 -3.3613
H 1.0509 -2.3281 -3.7972
S 3.4823 -0.9750 2.3936
C 4.8179 -0.0231 -3.1724
H 2.7332 0.3540 0.4554
H -1.0303 4.7213 1.4675
S 2.3332 0.9155 -2.7094
C -4.7524 -0.7448 3.1568
C -4.4324 -4.7148 1.2884
H 3.3209 -2.3706 -3.0888
C -2.4099 -2.0393 -2.8308
H -0.5988 -2.8440 4.5318
C -1.0510 2.6185 -0.6519
C 2.1968 -2.6606 -1.2551
H 2.3261 -2.3677 4.0320
H -5.4301 -5.0117 1.5822
S 0.6557 -1.7180 -1.5866
C -1.8752 -3.9646 0.5142
Ir -0.4929 -0.1160 0.2830
C -0.3935 -1.7205 2.7733
S 4.1817 -0.6920 -1.5965
H 1.1255 0.3387 -4.6406
C -1.8292 -3.7687 -4.4049
C -3.4423 -2.2423 4.5492
H -0.3736 3.8703 3.7434
C -6.8078 1.0111 -1.5531
C -1.4996 2.8060 -2.7943
H -3.3397 -2.8935 5.4062
C -2.0712 -5.1707 1.1724
H -3.5116 -6.4912 2.0573
H 2.3410 -2.6743 -0.1745
H -1.5953 -3.9605 -2.2886
H -7.7505 1.5108 -1.7289
C -2.3680 -1.9500 3.7167
C 1.6820 -0.2626 -3.9185
C -5.4350 -0.9588 -1.7097
N -1.0251 -2.2995 3.7958
C -0.4452 3.2481 2.8686
H -3.7515 1.5975 -0.2284
C 3.9902 1.2405 -3.4013
C -6.6435 -0.3138 -1.9353
C -3.6886 -0.4744 2.3230
*
```


[3]
Here is the ion C6H12N3OS with charge +1 in a non-equilibrium geometry from OMol25. Energies are from wB97M-V/def2-TZVPD.

E_HOMO	-10.9	eV

```
! RIJCOSX wB97M-V def2-TZVPD def2/J DEFGRID3
* xyz 1 1
N 1.2160 -1.0285 0.1924
H -4.0024 -0.9130 0.5590
H 3.9051 -0.8070 0.1961
C -2.1081 -0.0455 0.0590
H -1.9811 1.8356 -0.7779
C -3.6062 0.0543 0.0932
S -0.2296 1.5817 0.8189
H 1.2792 1.5710 -0.8892
H -3.7628 0.9562 0.6246
H 2.1214 2.1391 0.6553
N -1.3808 -1.0572 0.4949
C 0.0502 -1.5975 0.3750
H 1.9617 -1.6957 0.0737
H 3.9157 0.7788 -0.0898
H -0.5068 0.6786 -1.3840
H 3.4089 -0.3527 -1.3451
N 3.3318 -0.1328 -0.2945
O -0.0995 -2.7692 0.5299
C 2.1227 0.0520 0.5697
C 1.4917 1.3289 0.1665
C -1.2556 1.0334 -0.5368
H -1.9219 -1.7854 0.9173
H -3.9496 0.1748 -1.0080
*
```


[4]
Here is the molecule C10H16N2 in a non-equilibrium geometry from OMol25. Energies are from wB97M-V/def2-TZVPD.

SMILES	C1=C(CC2=NCCN2)CCCC1
E_HOMO	-8.2	eV

```
! RIJCOSX wB97M-V def2-TZVPD def2/J DEFGRID3
* xyz 0 1
H 1.4593 -2.4807 1.2580
H 2.5360 -1.0900 2.8920
H 1.1187 2.4970 1.9059
C -1.6884 -0.6243 -0.8838
H 0.8246 1.2336 -0.2412
N -1.1234 -0.4617 -2.1200
H -0.6624 1.2309 0.8565
C -0.7822 -1.3954 0.0652
C 1.1332 1.3592 1.8377
H -2.4433 -0.7313 -3.6978
H 3.0895 1.0726 1.0309
H -4.0948 0.5446 -2.5130
N -2.8219 0.0034 -0.8459
C 2.6936 -0.6669 1.9353
C 0.4445 -0.6451 0.6037
C -2.0362 0.0959 -3.1057
H 3.0529 1.3039 2.7499
H 0.6149 0.8892 2.6683
H -0.1527 -0.7271 -2.2895
C 1.5115 -1.3470 1.1831
C 0.3624 0.8492 0.6700
C -3.0156 0.6857 -2.1769
H -1.5852 0.7919 -3.8011
H -0.4650 -2.2303 -0.4715
H -2.9135 1.6548 -2.0662
H -1.3666 -1.7298 0.9864
C 2.5463 0.8275 1.8745
H 3.7638 -0.9101 1.6952
*
```